Here is a molecular structure, C26H28BrN8O8PbS at a distorted geometry from the OMol25 dataset. Energies are from ωB97M-V/def2-TZVPD.

Properties
Highest occupied orbital energy (eV): -5.608
Charge: -1
Energy relative to the best compared isomer or geometry (same formula, charge and spin) (eV): 0.2986
M (g/mol): 899.73
LUMO level (eV): 2.30

Positions of all 73 atoms, in Å:
Pb (0.14049, 0.18234, -0.15120)
Br (-1.04845, -0.79358, -2.65462)
S (1.99007, 1.59637, 2.98490)
O (0.30950, -2.24856, -0.34944)
O (2.97954, 2.93565, -2.49409)
O (1.15001, 1.93849, -1.72836)
O (-1.65006, 1.48545, 1.19890)
O (6.82227, 1.98562, -0.59604)
O (-3.50673, 2.80436, 0.00382)
O (0.02746, -4.24163, 0.60009)
O (5.44661, 3.00093, -2.01704)
N (-3.05331, -0.36843, 1.16336)
N (-2.49246, -0.70266, 0.03354)
N (0.36774, -2.47175, 1.92980)
N (1.36493, 4.02441, 3.87097)
N (-0.24166, 3.03820, 2.73542)
N (0.16946, -1.09534, 2.14836)
N (2.66726, 0.28197, -0.09717)
N (4.80823, 0.30978, 0.32206)
C (0.20311, -3.03397, 0.62644)
C (0.01271, -5.13114, -5.45849)
C (3.62963, -0.28250, 0.59770)
C (5.71360, 2.13700, -1.07730)
C (1.00854, 2.91331, 3.15980)
C (-3.86415, 1.70217, 2.09611)
C (-2.61865, 0.85268, 1.87970)
C (-5.78758, 2.31438, 3.40983)
C (-0.80278, 4.32949, 3.06260)
C (-2.10843, -4.55640, -4.50548)
C (-6.20177, 3.16801, 2.40080)
C (-1.46849, -3.92099, -3.44594)
C (0.37045, 5.06825, 3.73790)
C (3.23005, 1.26905, -0.85221)
C (-2.84233, -1.73403, -0.63625)
C (-2.25505, -3.36264, -2.35226)
C (-4.62527, 1.58134, 3.24540)
C (-5.44021, 3.32397, 1.25923)
C (0.65561, -4.51155, -4.39875)
C (4.58671, 1.30441, -0.59792)
C (-0.07517, -3.89713, -3.39899)
C (-2.14395, -2.14095, -1.81880)
C (2.38146, 2.11094, -1.76673)
C (3.49783, -1.40642, 1.54952)
C (-1.37177, -5.14777, -5.51104)
C (-4.25274, 2.60468, 1.09598)
H (-1.88056, -5.63039, -6.33369)
H (4.35591, -2.06799, 1.45919)
H (0.42218, -3.44306, -2.55332)
H (-2.27639, 0.49671, 2.88778)
H (-3.86510, -0.87261, 1.51487)
H (2.33630, 4.24442, 3.99879)
H (0.73722, 5.89761, 3.12345)
H (-7.11631, 3.73168, 2.51779)
H (-3.63753, -2.40268, -0.29188)
H (5.71701, 0.11946, 0.71798)
H (4.41613, 3.00132, -2.28240)
H (-4.29590, 0.91196, 4.02950)
H (-0.74320, 2.37222, 2.09868)
H (-0.73751, -0.89112, 2.56172)
H (-2.64093, 2.32216, 0.15916)
H (0.91361, -0.68341, 2.71107)
H (-5.73345, 4.01125, 0.48132)
H (0.58639, -5.60522, -6.24266)
H (-1.65515, 4.21036, 3.74351)
H (1.73570, -4.51271, -4.35071)
H (-3.18868, -4.57353, -4.53790)
H (0.09341, 5.46108, 4.71967)
H (-1.16166, 4.82825, 2.15797)
H (3.45530, -1.01869, 2.56849)
H (-6.36085, 2.22322, 4.32025)
H (2.58861, -1.96061, 1.34055)
H (-2.97466, -4.03033, -1.89403)
H (0.07358, -3.10198, 2.67223)